{"formula": "C5H27N2O6", "method": "ωB97M-V/def2-TZVPD", "e_above_lowest_kcal_mol": 92.18, "homo_ev": -12.8, "total_charge": 1, "elements": ["C", "C", "C", "C", "C", "N", "N", "H", "H", "H", "H", "H", "H", "H", "H", "H", "H", "H", "H", "H", "H", "H", "H", "H", "O", "H", "H", "O", "H", "H", "O", "H", "H", "O", "H", "H", "O", "H", "H", "O"], "positions_angstrom": [[-2.2653, -0.5212, 1.7086], [-1.6493, 0.5495, 0.9395], [-0.1920, 0.9281, 1.1993], [0.3808, 1.9253, 0.1755], [0.8312, 1.4368, -1.2792], [1.8348, 0.3381, -1.0168], [-2.3019, 1.9565, 1.1813], [-1.5990, -1.5064, 1.5844], [-2.2344, -0.3649, 2.8420], [-3.3556, -0.3892, 1.2869], [-1.7848, 0.3793, -0.2156], [-0.0954, 0.9861, 2.3499], [0.4322, -0.0361, 1.0768], [-0.1247, 2.9310, 0.1425], [1.4170, 2.1283, 0.5985], [1.2376, 2.2157, -1.9437], [-0.0249, 0.9593, -1.8794], [2.5829, 0.2295, -1.6083], [1.2407, -0.4606, -1.0106], [-1.8918, 2.5898, 0.4233], [-3.2839, 2.0456, 0.9733], [-2.1861, 2.3156, 2.1099], [-2.6777, 0.2727, -1.8739], [-3.4354, 1.2222, -2.6103], [-2.8219, 1.2036, -1.9612], [1.2527, -3.7692, 1.8941], [1.9968, -2.8556, 1.0840], [1.0820, -3.0814, 1.2984], [3.2349, 1.2974, 1.3234], [3.9295, 0.5901, 0.4652], [4.1463, 1.0764, 1.1847], [3.9525, -1.3808, 1.1418], [3.2706, -1.6005, -0.0925], [3.7270, -2.1329, 0.4903], [-1.1862, -1.1610, -2.5468], [-2.2199, -1.8047, -3.3762], [-2.0953, -1.0564, -2.9055], [0.2531, -2.5690, -0.2545], [0.4055, -2.7872, -1.8429], [0.2171, -2.1002, -1.0562]], "forces_ev_per_angstrom": [[-0.944, -1.251, 1.199], [1.808, 2.151, -2.705], [0.711, -3.314, 0.215], [2.463, 1.456, 0.340], [-0.782, -1.890, 0.210], [-2.652, 1.605, 1.990], [-0.247, 0.138, -2.634], [-2.153, 1.893, -0.301], [-0.245, 0.102, -1.484], [1.660, -1.817, 1.275], [0.183, 0.409, 2.466], [0.203, 1.180, -1.710], [-0.956, 1.216, -0.114], [0.388, -0.882, -0.042], [-1.270, 0.368, -0.378], [-0.139, 0.025, 0.831], [0.882, 0.910, 0.901], [1.651, 0.065, -2.144], [0.329, -1.214, -0.093], [-0.274, -0.819, 1.571], [-0.821, -0.587, -0.103], [0.604, 0.258, 0.650], [0.227, -1.080, -0.218], [-3.099, 0.519, -3.433], [2.518, 1.223, 3.788], [-0.284, -1.861, 1.555], [0.455, 0.550, -0.435], [-0.088, 1.343, -0.996], [-0.841, 0.984, 1.180], [0.067, -2.663, -4.287], [0.719, 1.678, 3.021], [0.024, -1.962, -0.787], [-1.820, 1.470, -2.754], [1.642, 0.548, 3.638], [-0.741, 0.124, -0.108], [-0.978, -3.862, -2.476], [1.915, 3.119, 2.557], [0.254, -1.578, 1.995], [-0.552, 2.166, 3.036], [0.182, -0.720, -5.216]]}


{"formula": "C5H27N2O8", "method": "ωB97M-V/def2-TZVPD", "e_above_lowest_kcal_mol": 59.41, "homo_ev": -11.9, "total_charge": 1, "elements": ["C", "O", "C", "C", "C", "C", "N", "N", "H", "H", "H", "H", "H", "H", "H", "H", "H", "H", "H", "H", "H", "H", "H", "O", "H", "H", "O", "H", "H", "O", "H", "H", "O", "H", "H", "O", "H", "H", "O", "H", "H", "O"], "positions_angstrom": [[2.6045, -0.2759, 0.3653], [2.8137, -1.6759, 0.4525], [1.1293, -0.0333, 0.6829], [0.7847, 1.4654, 0.4663], [-0.0242, 1.6010, -0.8037], [-1.3280, 1.3831, -0.7501], [-2.0477, 1.2450, -2.0284], [0.7652, -0.4102, 2.0355], [2.7983, 0.0893, -0.6522], [3.2433, 0.2949, 1.0483], [3.7493, -1.8791, 0.3615], [0.6192, -0.6344, -0.0599], [1.6452, 2.1262, 0.5435], [0.1177, 1.8298, 1.2501], [0.4881, 1.6654, -1.7627], [-1.8336, 1.5629, 0.1818], [-2.4028, 0.3284, -2.2875], [-2.7118, 2.0174, -2.0812], [-1.3915, 1.5507, -2.7781], [1.1077, -1.3450, 2.2349], [1.1592, 0.1396, 2.7828], [-1.0291, -1.3485, -2.5598], [-1.1978, -1.9566, -3.9919], [-1.2309, -1.1453, -3.4810], [1.2927, 2.1071, 3.5522], [0.6553, 3.4819, 3.5922], [0.7169, 2.6901, 3.0467], [0.0265, -3.5434, -0.5310], [0.8723, -2.7346, -1.5284], [0.0614, -2.7130, -1.0121], [-3.2407, -1.1984, -0.2176], [-1.9212, -1.7388, -0.2958], [-2.6254, -1.5031, -0.8967], [-1.4789, -0.7687, 1.8769], [-2.7533, -0.1514, 2.4051], [-2.3389, -0.4261, 1.5792], [2.3193, -1.8011, 4.5886], [1.8423, -0.7446, 5.5644], [2.1536, -0.8560, 4.6614], [-0.5865, 2.5247, -4.8002], [-0.5516, 0.9023, -4.9797], [-0.8411, 1.6629, -4.4733]], "forces_ev_per_angstrom": [[-0.195, 0.277, -0.157], [0.105, -0.110, 0.030], [1.130, 1.194, 0.276], [-1.024, 0.301, -0.306], [0.738, -0.684, 0.094], [0.750, 0.750, -0.455], [0.706, 2.253, 0.182], [-0.711, -1.216, -0.049], [0.085, -0.048, -0.019], [0.030, -0.138, 0.110], [0.010, 0.073, 0.026], [-0.556, -0.231, 0.295], [0.202, -0.094, -0.348], [0.209, -0.474, 0.086], [-0.008, -0.211, -0.020], [-0.722, -0.805, -0.100], [-0.371, -0.447, 0.306], [-0.826, -0.647, -0.012], [0.005, -0.821, -0.270], [-0.029, -0.040, -0.166], [0.153, 0.375, -0.224], [-0.071, -0.650, -0.045], [-0.055, -0.212, 0.272], [0.141, 0.781, -0.203], [0.042, 0.012, 0.070], [-0.035, 0.033, -0.017], [0.084, 0.244, 0.460], [0.084, -0.130, -0.023], [0.180, -0.097, 0.175], [-0.256, 0.203, -0.198], [-0.347, 0.148, -0.191], [0.797, -0.324, -0.138], [-0.457, 0.239, 0.021], [0.325, 0.327, -0.081], [-0.109, -0.014, -0.059], [-0.083, -0.073, 0.515], [0.085, -0.016, -0.047], [0.004, 0.055, 0.080], [-0.067, 0.012, 0.050], [0.391, -0.238, -0.724], [0.263, 0.248, -0.318], [-0.597, 0.194, 1.121]]}


{"formula": "C5H27NO10", "method": "ωB97M-V/def2-TZVPD", "e_above_lowest_kcal_mol": 131.74, "homo_ev": -9.0, "smiles": "C=NCCCC=O.O.O.O.O.O.O.O.O.O", "total_charge": 0, "elements": ["C", "N", "C", "C", "C", "C", "O", "H", "H", "H", "H", "H", "H", "H", "H", "H", "O", "H", "H", "O", "H", "H", "O", "H", "H", "O", "H", "H", "O", "H", "H", "O", "H", "H", "O", "H", "H", "O", "H", "H", "O", "H", "H"], "positions_angstrom": [[-0.0570, 0.5163, 0.0003], [-1.3671, 0.7021, -0.0911], [-2.2040, 0.8579, -1.3618], [-2.8278, -0.4773, -1.6963], [-1.8193, -1.6706, -1.7326], [-0.8719, -1.5827, -2.8579], [0.2467, -2.0713, -2.7716], [0.5525, 0.1409, -0.8716], [0.4537, 0.8835, 0.9080], [-1.5420, 1.3231, -2.0485], [-2.9932, 1.5855, -0.9529], [-3.6089, -0.6909, -0.9230], [-3.2988, -0.2129, -2.6131], [-1.3509, -1.8949, -0.7305], [-2.5291, -2.4760, -1.9458], [-1.2266, -1.1184, -3.7422], [-1.1563, -1.8819, 1.7567], [-0.2953, -1.8533, 1.2391], [-1.5677, -1.0258, 1.8629], [0.6069, 1.5234, -3.8557], [1.6795, 1.2916, -3.9706], [0.5375, 1.3969, -2.8799], [1.7840, 2.3371, -0.3594], [2.1080, 1.4090, -0.0601], [2.6646, 2.8236, -0.3255], [1.6528, -3.0768, 2.0300], [1.5136, -2.4031, 2.7216], [0.9766, -3.8099, 2.2184], [-0.8053, 1.5093, 2.8404], [-0.6470, 2.3453, 2.4589], [-1.5243, 1.0928, 2.5479], [2.9274, 0.1871, 0.8817], [2.5716, -0.3740, 1.6120], [2.6760, -0.4036, 0.0989], [0.1034, 3.6111, 1.3731], [0.6575, 3.1836, 0.7668], [-0.2670, 4.3429, 0.7810], [1.6781, -1.8934, -0.2905], [1.8921, -2.3674, 0.5525], [1.4138, -2.4511, -0.9329], [1.2425, -0.0762, 3.1596], [0.5228, 0.6050, 3.0663], [1.4980, 0.1435, 4.1375]], "forces_ev_per_angstrom": [[-3.818, 0.706, -2.014], [2.874, 0.644, 0.884], [0.607, -0.213, 4.356], [0.468, 0.386, 1.379], [-1.787, 0.579, 0.790], [1.852, -1.618, 1.770], [-0.750, 0.611, -0.594], [-0.474, 0.602, 0.788], [-0.494, -1.164, -0.320], [0.145, 0.255, -1.318], [1.041, -0.886, -1.251], [0.600, 0.114, -0.736], [-0.724, -0.884, -1.158], [-0.435, 0.424, -1.246], [0.420, -0.554, -0.132], [-0.259, 0.670, -1.376], [1.242, -1.317, -0.523], [-1.688, 0.706, 0.979], [0.507, 0.394, -0.518], [4.436, -1.212, 0.649], [-4.424, 0.956, 0.294], [0.012, 0.280, -0.853], [2.778, -0.570, 0.125], [-0.542, 1.834, -0.003], [-1.698, -0.663, -0.131], [-1.262, -1.528, 1.137], [-0.188, -0.174, -0.185], [1.439, 1.752, -0.377], [4.274, 0.542, 3.655], [-0.085, 1.861, -1.348], [-4.449, -2.001, -2.271], [-0.536, -1.761, -1.130], [0.171, 1.178, -0.241], [0.647, 0.653, 1.170], [-2.416, 3.224, 0.188], [1.880, -1.635, -1.611], [0.496, -1.431, 1.565], [1.648, 3.053, 3.808], [-0.436, -0.147, -0.897], [-1.410, -3.027, -3.472], [0.703, 0.787, 3.265], [-0.011, -0.530, -0.433], [-0.356, -0.895, -2.665]]}


{"formula": "C5H27NO9", "method": "ωB97M-V/def2-TZVPD", "e_above_lowest_kcal_mol": 75.89, "homo_ev": -9.4, "smiles": "CCC[C@H](N)C=O.O.O.O.O.O.O.O.O", "total_charge": 0, "elements": ["C", "C", "C", "C", "N", "C", "O", "H", "H", "H", "H", "H", "H", "H", "H", "H", "H", "H", "O", "H", "H", "O", "H", "H", "O", "H", "H", "O", "H", "H", "O", "H", "H", "O", "H", "H", "O", "H", "H", "O", "H", "H"], "positions_angstrom": [[2.8090, -2.9108, -1.1334], [1.8807, -1.7098, -0.7566], [0.6883, -1.6408, -1.7302], [0.3857, -0.2938, -2.4732], [0.1174, 0.7746, -1.4990], [-0.9079, -0.4746, -3.2825], [-1.7405, 0.3999, -3.2679], [3.2504, -2.7472, -2.1104], [3.5185, -3.1141, -0.3608], [2.2464, -3.8492, -1.2565], [2.5574, -0.8594, -0.9164], [1.5034, -1.5008, 0.2832], [0.9510, -2.3857, -2.4866], [-0.2495, -2.0402, -1.3359], [1.2882, -0.1681, -3.0564], [-0.4626, 1.4755, -1.9173], [-0.1088, 0.3840, -0.5962], [-0.8555, -1.1868, -4.1146], [1.6165, -0.1157, 3.0111], [2.3028, 0.4124, 3.4385], [1.9069, 0.0683, 2.0972], [-4.3050, 0.6977, -0.0371], [-3.6807, 1.3703, 0.2695], [-3.7330, 0.3123, -0.7170], [3.0620, 1.0750, -2.0965], [2.9284, 2.0368, -1.9731], [2.4799, 0.8863, -2.8385], [2.1087, 1.4067, 0.6675], [1.1711, 1.6500, 0.6598], [2.1680, 0.8360, -0.1141], [-2.0389, 0.6620, 3.0066], [-2.2095, -0.2663, 3.2337], [-1.2366, 0.7127, 3.6259], [-0.0941, 0.2572, 4.8174], [0.4564, 1.0186, 4.6261], [0.4171, -0.5286, 4.6099], [-0.6119, 2.0477, 1.1085], [-0.1392, 2.4676, 1.8413], [-1.3202, 1.6394, 1.6573], [-2.8615, -1.2539, 0.6483], [-2.7570, -0.4173, 1.1430], [-3.7519, -1.1951, 0.2825]], "forces_ev_per_angstrom": [[-1.907, -0.392, 0.709], [0.273, 1.034, -0.105], [-0.052, -0.282, -0.891], [-1.464, -1.139, 2.903], [2.042, -1.107, -0.931], [1.855, 1.937, -1.497], [-0.594, -0.895, 0.132], [0.354, 0.353, 0.062], [0.821, 0.077, 0.261], [-0.112, 0.226, 0.186], [-0.386, 0.051, -0.203], [0.625, -1.213, -0.645], [-0.216, 0.190, -0.435], [0.081, 0.178, 0.555], [-0.322, 0.372, -0.876], [-0.628, 0.121, 0.625], [-0.662, 0.533, -0.174], [-0.506, -0.752, 0.172], [1.092, 0.293, -0.544], [0.015, -0.170, 0.409], [-0.482, -0.034, -0.305], [0.366, 0.826, -0.581], [-0.480, 0.293, 0.335], [-0.388, -0.040, -0.311], [0.292, 1.019, -0.162], [0.178, -0.711, 0.167], [0.145, 0.052, 0.054], [0.103, -0.382, 0.192], [-0.035, -0.004, -0.081], [0.198, 0.401, -0.167], [1.065, -0.528, 1.176], [-0.589, 0.108, -0.505], [-0.931, 0.196, -0.765], [-0.921, 0.317, 1.050], [0.346, -0.244, -0.010], [0.240, 0.172, -0.370], [-0.420, 0.219, 0.980], [0.215, 0.319, -0.343], [0.157, -0.384, -0.577], [0.643, -0.198, 0.376], [-0.175, -0.736, -0.344], [0.165, -0.074, 0.479]]}


{"formula": "C5H27NO9S", "method": "ωB97M-V/def2-TZVPD", "e_above_lowest_kcal_mol": 49.85, "homo_ev": -9.3, "smiles": "CN[C@H](C=O)CCS.O.O.O.O.O.O.O.O", "total_charge": 0, "elements": ["C", "N", "C", "C", "O", "C", "C", "S", "H", "H", "H", "H", "H", "H", "H", "H", "H", "H", "H", "O", "H", "H", "O", "H", "H", "O", "H", "H", "O", "H", "H", "O", "H", "H", "O", "H", "H", "O", "H", "H", "O", "H", "H"], "positions_angstrom": [[1.5431, 2.3951, 1.6315], [0.5328, 1.3832, 2.0438], [-0.7353, 1.4011, 1.3300], [-1.2893, 2.7070, 0.7780], [-1.1263, 3.0032, -0.3961], [-1.8586, 0.7942, 2.2932], [-2.8297, -0.1111, 1.5430], [-2.6446, -2.0041, 1.7644], [2.0619, 1.8686, 0.8171], [1.2421, 3.3415, 1.2383], [2.3222, 2.6338, 2.3821], [0.3662, 1.4965, 3.0574], [-0.6950, 0.7103, 0.4863], [-1.6592, 3.5215, 1.3820], [-2.4630, 1.5414, 2.7984], [-1.3492, 0.1835, 3.0436], [-2.8041, -0.0282, 0.4648], [-3.8341, 0.2127, 1.9094], [-2.5145, -2.3749, 0.4812], [-0.3546, -1.3169, -1.3460], [0.0348, -1.0692, -0.4978], [0.3414, -1.8866, -1.7353], [1.3036, -1.0945, 3.5317], [1.2554, -2.0613, 3.5033], [1.1657, -0.7816, 2.6300], [-2.1767, 0.7750, -1.9296], [-1.5439, 1.3671, -1.5025], [-2.2959, -0.0823, -1.5185], [1.6240, -3.2954, -1.8793], [2.4878, -2.8679, -1.8197], [1.3910, -3.1910, -2.8164], [2.5946, -0.9088, -2.8847], [2.3973, -0.1649, -2.2599], [2.0656, -0.4172, -3.5491], [1.7582, -2.9360, 0.7276], [1.5135, -3.5085, -0.0202], [2.4313, -3.4101, 1.2275], [-0.7245, -0.4708, -3.9529], [-0.0473, -0.1078, -3.3683], [-1.4453, 0.0503, -3.5584], [1.2765, 1.2678, -2.2280], [1.4063, 2.1721, -2.5366], [1.2757, 1.2630, -1.2651]], "forces_ev_per_angstrom": [[1.165, -1.706, -0.543], [0.112, 1.972, 1.404], [-2.111, -1.047, 1.389], [2.118, 0.607, -1.676], [-0.393, -0.569, 0.496], [1.255, -0.811, -0.974], [-1.278, -0.884, 0.333], [0.021, 1.264, 0.382], [0.360, 0.525, -0.025], [-0.911, 0.645, -0.161], [-0.702, -0.613, -0.044], [-0.035, -0.179, -0.796], [0.243, 0.148, -0.236], [-0.562, 0.009, 1.085], [0.328, 0.418, 0.067], [0.042, 0.191, 0.096], [-0.059, 0.526, -0.064], [0.490, -0.874, -0.605], [0.052, 0.330, -0.011], [0.433, 0.012, 0.384], [-0.038, -0.323, 0.087], [-0.411, 0.163, 0.307], [0.030, -0.260, 0.258], [-0.067, 0.400, -0.196], [-0.013, -0.092, -0.050], [-0.982, 0.684, -0.789], [-0.020, -0.516, 0.307], [0.780, 0.047, 0.256], [-0.062, -0.335, -0.680], [-0.121, 0.222, -0.101], [0.147, -0.190, 0.281], [-0.830, 1.875, 0.003], [0.819, -1.128, 0.120], [0.505, -1.167, -0.549], [0.020, -0.088, 0.172], [0.048, 0.233, 0.260], [-0.088, 0.002, -0.086], [0.107, 0.619, -0.087], [0.291, -0.348, -0.011], [-0.335, -0.341, -0.255], [-0.081, 0.173, -0.036], [-0.043, -0.002, 0.297], [-0.223, 0.412, -0.008]]}